No. 1
106
Properties=species:S:1:pos:R:3:forces:R:3 method="wB97M-V/def2-TZVPD" max_force_ev_per_a=2.624 homo_lumo_gap_ev="8.054 / 7.216" energy_ev=-88480.483 s_squared=6.064 de_lowest_kj_mol=271.58 spin_multiplicity=5 lumo_ev="0.7 / -0.8"
Ru -0.71686 -0.28582 -0.28170 -1.168 -0.767 0.271
O 2.98044 -1.32142 -2.25690 -0.235 0.391 -0.252
S 2.11824 -0.06452 -1.51240 1.827 -0.005 -0.374
O 0.75694 -0.22272 -2.08490 -0.679 -0.291 -0.221
O 2.11144 -0.46532 -0.07090 0.835 0.342 -0.516
C 3.20834 -2.49262 -1.63050 0.029 -0.774 0.462
C 4.38384 -3.17452 -1.96470 -0.068 0.231 -0.081
C 4.68464 -4.39312 -1.39660 -0.007 0.100 -0.075
C 3.81424 -4.96232 -0.47840 -0.007 -0.168 0.051
C 2.65124 -4.30062 -0.15530 0.149 -0.084 -0.105
C 2.33024 -3.06142 -0.71060 0.063 0.176 -0.040
P 0.73234 -2.38582 -0.12520 -0.510 -1.283 0.298
C -0.24306 -3.78042 -0.86300 0.001 0.065 0.099
C -0.29136 -3.65612 -2.25370 0.074 0.076 0.113
C -1.02896 -4.52812 -3.02620 0.019 -0.013 -0.052
C -1.74336 -5.54712 -2.41630 -0.015 -0.036 -0.037
C -1.68096 -5.69612 -1.04380 -0.152 -0.205 0.005
C -0.92946 -4.82912 -0.26640 0.119 0.212 0.111
C 0.91834 -2.72152 1.65140 -0.243 -0.013 -0.002
C 2.14534 -2.58502 2.29660 -0.068 0.096 -0.083
C 2.25504 -2.88092 3.64110 0.121 0.020 0.109
C 1.14764 -3.31242 4.35340 -0.103 -0.003 0.093
C -0.08666 -3.39802 3.73080 -0.050 -0.050 0.065
C -0.20566 -3.09412 2.38550 0.209 0.022 -0.132
H 5.04494 -2.72002 -2.68550 0.079 0.090 -0.082
H 5.59804 -4.90072 -1.67140 0.058 -0.020 -0.024
H 4.04154 -5.91862 -0.02980 -0.015 -0.049 0.034
H 1.96024 -4.73802 0.55150 0.036 -0.129 0.006
H 0.23874 -2.83092 -2.71750 0.011 0.018 -0.122
H -1.06276 -4.40562 -4.09830 -0.009 0.033 -0.107
H -2.34846 -6.21412 -3.01110 -0.048 -0.100 -0.046
H -2.23146 -6.49452 -0.56640 -0.020 -0.081 0.044
H -0.89326 -4.98432 0.80310 0.018 0.019 0.029
H 3.00904 -2.25702 1.73590 0.060 -0.018 -0.016
H 3.21174 -2.78662 4.13670 0.039 0.007 0.006
H 1.24294 -3.57492 5.39690 0.007 0.017 0.087
H -0.95636 -3.70542 4.29340 -0.072 -0.026 0.041
H -1.16436 -3.13732 1.88660 -0.088 -0.043 0.076
C -0.70946 2.24488 -2.91700 -0.019 -0.173 0.092
C -1.08956 3.44788 -2.11160 0.002 -0.059 -0.066
C -1.83366 4.46068 -2.70500 0.038 -0.009 -0.008
C -2.30946 5.52648 -1.96450 -0.053 0.011 0.033
C -2.06456 5.57028 -0.60530 -0.059 0.111 0.046
C -1.29426 4.58488 -0.01070 0.057 -0.016 0.092
C -0.76386 3.54088 -0.75550 0.192 -0.452 0.151
Sb 0.49144 2.01838 0.21220 0.030 2.568 0.536
C 0.49254 3.06928 2.11380 -0.152 -0.650 -0.271
C -0.14256 2.38718 3.14220 -0.078 -0.328 -0.032
C -0.39076 2.98538 4.36620 -0.041 -0.040 0.121
C 0.02264 4.28828 4.57370 -0.021 -0.049 0.095
C 0.70044 4.95858 3.57140 0.012 0.020 -0.013
C 0.94704 4.36958 2.33510 0.162 0.167 0.033
C 1.71224 5.13688 1.30410 0.014 0.070 0.006
C 2.41744 2.71858 -0.52390 -0.297 -0.034 -0.013
C 2.47424 3.50628 -1.66840 -0.262 -0.004 0.123
C 3.68494 3.97618 -2.14760 -0.052 0.091 -0.111
C 4.85514 3.65098 -1.48870 0.032 -0.029 -0.018
C 4.80204 2.88258 -0.34060 -0.014 0.021 0.026
C 3.59434 2.41928 0.16830 -0.063 0.030 0.076
C 3.57574 1.66508 1.46100 -0.044 -0.088 0.105
H -1.10156 2.31578 -3.93010 0.003 -0.062 -0.037
H -1.13646 1.34728 -2.43980 0.129 0.228 -0.258
H 0.37164 2.09578 -2.97480 -0.088 -0.039 -0.004
H -2.04856 4.40448 -3.76240 -0.049 -0.044 -0.111
H -2.89166 6.29918 -2.44280 -0.059 0.095 -0.041
H -2.46806 6.37048 -0.00290 -0.024 0.086 0.058
H -1.10456 4.63788 1.05060 -0.036 0.058 0.066
H -0.44656 1.35858 2.97870 -0.086 0.064 0.062
H -0.90836 2.44168 5.14490 0.000 -0.040 0.020
H -0.17066 4.78028 5.51660 -0.007 0.022 0.054
H 1.04214 5.97008 3.74780 0.032 0.060 -0.034
H 1.76394 6.19178 1.56190 -0.023 0.085 0.020
H 1.25084 5.03518 0.32610 0.085 0.099 -0.098
H 2.72854 4.75108 1.23820 0.093 0.052 -0.101
H 1.55844 3.80348 -2.16780 0.042 -0.044 -0.034
H 3.70984 4.60748 -3.02400 -0.014 0.013 -0.089
H 5.80614 4.00438 -1.85590 0.108 0.049 -0.054
H 5.71604 2.65008 0.18640 0.089 -0.038 0.085
H 4.58084 1.55528 1.86090 0.054 -0.003 0.057
H 3.14884 0.67458 1.30530 0.069 0.044 0.180
H 2.96294 2.18778 2.19890 0.063 -0.015 0.069
C -4.54766 0.16278 1.95800 0.249 -0.214 -0.174
C -3.17646 -0.36332 1.52480 -0.159 -0.042 0.162
C -2.30576 -0.62852 2.75440 0.028 -0.110 -0.449
C -2.46746 0.61348 0.59360 0.325 -0.046 -0.153
H -4.99426 -0.50902 2.69020 -0.101 -0.014 0.095
H -5.21626 0.22918 1.10340 -0.124 0.068 -0.081
H -4.45196 1.15068 2.40180 -0.024 0.170 0.108
H -3.33436 -1.30792 0.98640 0.051 0.169 0.172
H -2.34436 0.22198 3.43120 0.060 0.158 0.106
H -1.26506 -0.78832 2.43830 -0.134 0.018 0.269
H -2.63856 -1.51022 3.29860 0.005 -0.079 0.106
H -2.24786 1.53148 1.16540 -0.035 -0.107 -0.189
H -3.12756 0.88748 -0.24090 0.146 0.027 0.014
N -1.94146 -1.57312 -0.85470 0.774 0.795 0.751
C -2.79046 -1.82672 -1.80700 -1.272 -0.431 -1.509
C -3.88406 -2.72382 -1.64520 0.337 0.122 0.335
C -4.78356 -2.92492 -2.66120 -0.186 -0.050 -0.188
C -4.64116 -2.27572 -3.88310 0.061 -0.023 0.042
C -3.55536 -1.42902 -4.08850 -0.059 0.049 -0.190
C -2.64476 -1.20812 -3.08690 0.223 0.005 0.447
H -3.99366 -3.24042 -0.70290 0.014 -0.016 0.107
H -5.61866 -3.59502 -2.51390 -0.041 -0.061 0.052
H -5.36226 -2.43552 -4.66880 -0.072 -0.024 -0.096
H -3.43306 -0.94232 -5.04710 0.042 0.030 -0.024
H -1.77216 -0.57852 -3.21660 -0.070 0.026 -0.164


No. 2
36
Properties=species:S:1:pos:R:3:forces:R:3 method="wB97M-V/def2-TZVPD" max_force_ev_per_a=1.471 homo_lumo_gap_ev=10.348 energy_ev=-32621.296 de_lowest_kj_mol=0.00 spin_multiplicity=1 lumo_ev=-3.0 charge=+1
K -1.70612 -0.84547 -0.24356 0.097 -0.416 -0.578
C 1.60784 -3.87486 -0.72396 -0.739 -0.695 -0.529
C 0.33480 -4.11628 -1.54587 -0.288 1.026 0.388
O -0.30348 -2.85501 -1.87539 -0.474 0.260 0.489
H 1.39395 -3.47502 0.26669 -0.223 0.212 -0.105
H 2.24826 -3.19033 -1.27332 0.412 -0.199 0.083
H 2.04352 -4.86107 -0.54791 0.487 0.227 -0.168
H -0.39669 -4.63517 -0.92697 -0.002 -0.176 -0.161
H 0.45713 -4.65454 -2.48374 0.408 -0.255 0.201
H -0.00981 -2.50525 -2.71884 0.259 -0.270 -0.088
C -1.33574 3.49144 -1.95567 0.059 1.328 0.631
C -2.04461 2.72584 -0.85624 0.252 -0.873 -0.490
O -3.36701 2.36857 -1.26822 0.104 -0.094 0.436
H -1.22743 2.90412 -2.86284 -0.153 0.084 -0.143
H -0.36462 3.92962 -1.69738 0.158 -0.698 0.295
H -1.89391 4.42327 -2.10254 -0.324 -0.406 -0.565
H -2.12183 3.25371 0.09095 -0.125 0.253 -0.133
H -1.49830 1.79059 -0.64208 0.190 0.190 0.090
H -3.29244 1.78588 -2.03044 -0.090 0.218 -0.168
C 2.71775 0.86045 1.24002 1.001 -0.604 0.621
C 1.44461 0.04784 1.02029 0.145 1.174 -0.496
C 0.29688 0.70797 1.77459 -0.120 0.211 0.413
O -0.79967 -0.18451 1.99631 0.496 -0.151 0.048
C -1.77948 0.34402 2.85530 -0.728 0.493 0.772
N 1.14216 -0.02881 -0.43294 -0.169 -0.078 -0.206
H 3.52838 0.37349 0.69025 -0.060 0.154 -0.161
H 3.06115 0.81527 2.27945 -0.258 0.057 0.009
H 2.71336 1.91389 0.96167 -0.466 -0.019 -0.204
H 1.61904 -0.94885 1.42077 -0.213 -0.150 -0.093
H -0.08123 1.60646 1.26899 0.169 -0.039 -0.304
H 0.66724 1.07737 2.73647 -0.008 -0.254 0.101
H -2.41927 1.09950 2.37885 0.189 0.001 -0.213
H -1.36719 0.81436 3.75390 0.311 -0.038 -0.159
H -2.43963 -0.43979 3.22908 0.188 -0.252 -0.299
H 1.83552 -0.59686 -0.91693 -0.183 -0.368 0.351
H 1.33690 0.87814 -0.85874 -0.302 0.147 0.335